1.
Density functional theory data (ωB97M-V/def2-TZVPD) for a 15-piece molecular cluster, C39H92FN4O20PS overall.

Output
HOMO level, eV: -7.941
HOMO-LUMO gap, eV: 8.30
E_tot, eV: -111679.882
E_LUMO, eV: 0.4

Last column: Löwdin charge in e.
Positions of all 158 atoms, in Å:
C (8.820, -2.174, -0.423)  -0.073
C (9.173, -0.723, -0.158)  -0.288
O (7.994, 0.052, -0.122)  -0.157
C (8.212, 1.402, -0.519)  -0.229
C (6.958, 2.206, -0.256)  -0.172
C (6.053, 2.446, -1.466)  -0.186
C (4.587, 2.726, -1.062)  -0.199
C (3.620, 1.667, -1.571)  -0.156
C (2.298, 1.537, -0.855)  -0.194
C (1.906, 2.367, 0.196)  -0.025
C (0.680, 2.189, 0.833)  -0.076
C (-0.173, 1.174, 0.414)  -0.432
C (0.175, 0.363, -0.662)  -0.237
C (1.406, 0.548, -1.275)  0.045
N (-0.678, -0.675, -1.135)  -0.044
C (-0.414, -1.944, -0.386)  -0.176
C (-1.524, -2.972, -0.498)  -0.052
C (-2.062, -0.351, -1.159)  -0.219
C (-2.670, 0.315, -0.091)  -0.347
C (-4.051, 0.562, -0.036)  -0.156
C (-4.650, 1.242, 1.160)  -0.116
C (-4.768, 0.292, 2.363)  -0.367
O (-6.132, -0.144, 2.447)  -0.025
C (-4.368, 0.949, 3.675)  -0.234
N (-5.011, 2.236, 3.906)  0.025
C (-4.841, 0.107, -1.093)  -0.102
C (-6.333, 0.225, -1.158)  -0.077
O (-7.024, -1.052, -1.102)  -0.065
N (-6.366, -1.991, -0.346)  -0.023
O (-6.870, -3.044, -0.478)  0.061
C (-4.209, -0.484, -2.178)  -0.238
F (-4.997, -0.859, -3.200)  0.076
C (-2.842, -0.708, -2.276)  -0.091
P (-2.311, -1.412, -3.868)  0.506
N (-2.774, -0.592, -5.093)  -0.128
O (-2.838, -2.916, -3.789)  -0.137
O (-0.733, -1.674, -3.946)  -0.152
S (-1.686, 0.885, 1.260)  1.106
H (9.584, -2.826, -0.001)  0.072
H (8.758, -2.385, -1.488)  0.074
H (7.871, -2.420, 0.049)  0.063
H (9.842, -0.355, -0.941)  0.115
H (9.721, -0.634, 0.786)  0.117
H (8.540, 1.449, -1.561)  0.113
H (9.042, 1.801, 0.075)  0.118
H (6.403, 1.735, 0.549)  0.092
H (7.265, 3.182, 0.125)  0.117
H (6.424, 3.317, -2.003)  0.107
H (6.084, 1.580, -2.128)  0.109
H (4.540, 2.805, 0.023)  0.097
H (4.302, 3.693, -1.479)  0.114
H (4.114, 0.694, -1.490)  0.122
H (3.435, 1.821, -2.635)  0.116
H (2.548, 3.164, 0.539)  0.104
H (0.406, 2.827, 1.661)  0.109
H (1.657, -0.102, -2.103)  0.117
H (-0.207, -1.750, 0.671)  0.116
H (0.484, -2.386, -0.803)  0.091
H (-1.159, -3.896, -0.050)  0.071
H (-2.425, -2.686, 0.041)  0.081
H (-1.749, -3.212, -1.533)  0.061
H (-5.615, 1.674, 0.923)  0.112
H (-4.012, 2.085, 1.430)  0.094
H (-4.144, -0.582, 2.169)  0.128
H (-6.130, -1.104, 2.491)  0.080
H (-3.284, 1.047, 3.725)  0.086
H (-4.652, 0.255, 4.470)  0.113
H (-5.863, 2.329, 3.371)  0.051
H (-4.409, 2.995, 3.627)  0.051
H (-6.748, 0.844, -0.373)  0.116
H (-6.626, 0.623, -2.126)  0.137
H (-3.291, 0.246, -4.846)  -0.034
H (-2.932, -3.257, -4.689)  0.089
H (-0.384, -0.865, -4.349)  0.068
C (-7.856, -3.086, -4.193)  -0.160
O (-8.798, -2.723, -3.195)  -0.130
H (-8.361, -3.016, -5.153)  0.075
H (-6.994, -2.412, -4.201)  0.065
H (-7.499, -4.112, -4.060)  0.076
H (-8.351, -2.773, -2.343)  0.028
C (-6.081, 5.547, 1.546)  -0.140
O (-6.096, 4.636, 2.646)  -0.134
H (-5.463, 5.094, 0.772)  0.067
H (-7.086, 5.706, 1.149)  0.080
H (-5.660, 6.511, 1.833)  0.062
H (-6.644, 5.015, 3.339)  0.081
C (3.109, -3.913, -1.624)  -0.152
O (1.901, -3.544, -2.287)  -0.138
H (3.382, -3.093, -0.961)  0.077
H (2.979, -4.821, -1.031)  0.070
H (3.920, -4.076, -2.339)  0.079
H (1.662, -4.269, -2.872)  0.082
C (5.819, -5.308, 0.675)  -0.151
O (5.274, -6.140, -0.343)  -0.130
H (5.049, -4.590, 0.947)  0.075
H (6.092, -5.882, 1.565)  0.077
H (6.697, -4.763, 0.319)  0.065
H (5.945, -6.779, -0.597)  0.074
C (-2.942, -3.154, 4.066)  -0.161
O (-4.222, -2.988, 3.470)  -0.117
H (-2.835, -2.358, 4.801)  0.070
H (-2.856, -4.118, 4.573)  0.080
H (-2.143, -3.072, 3.327)  0.065
H (-4.342, -3.686, 2.818)  0.066
C (11.264, 2.905, -3.424)  -0.154
O (10.706, 2.970, -2.116)  -0.132
H (10.986, 1.940, -3.839)  0.077
H (10.868, 3.691, -4.072)  0.076
H (12.354, 2.976, -3.402)  0.075
H (10.942, 3.819, -1.733)  0.075
C (-0.704, -0.193, 5.336)  -0.160
O (-0.160, 0.465, 4.202)  -0.140
H (-0.062, 0.042, 6.181)  0.079
H (-1.718, 0.152, 5.562)  0.071
H (-0.719, -1.279, 5.203)  0.065
H (-0.720, 0.273, 3.441)  -0.018
C (6.718, 1.900, 3.749)  -0.159
O (5.990, 1.025, 2.899)  -0.130
H (5.993, 2.550, 4.234)  0.078
H (7.268, 1.352, 4.520)  0.075
H (7.423, 2.518, 3.184)  0.072
H (6.622, 0.445, 2.460)  0.063
C (3.094, -0.717, -4.851)  -0.164
O (2.048, -1.525, -5.361)  -0.116
H (3.812, -0.574, -5.656)  0.080
H (2.733, 0.266, -4.532)  0.066
H (3.599, -1.198, -4.008)  0.074
H (1.417, -1.670, -4.645)  0.029
C (-1.390, -5.644, 2.755)  -0.150
O (-2.573, -5.264, 2.053)  -0.133
H (-1.127, -4.820, 3.414)  0.055
H (-1.543, -6.542, 3.354)  0.070
H (-0.561, -5.816, 2.062)  0.083
H (-2.814, -5.985, 1.466)  0.086
C (0.593, -6.941, 5.932)  -0.156
O (0.078, -7.792, 4.914)  -0.132
H (-0.188, -6.225, 6.174)  0.075
H (0.845, -7.501, 6.836)  0.075
H (1.477, -6.394, 5.593)  0.077
H (0.756, -8.433, 4.687)  0.075
C (-4.187, 3.298, -4.575)  -0.137
O (-4.046, 2.156, -3.737)  -0.137
H (-4.214, 2.935, -5.599)  0.081
H (-5.114, 3.837, -4.365)  0.080
H (-3.342, 3.983, -4.465)  0.075
H (-4.017, 2.447, -2.820)  0.051
C (-6.724, 9.628, 0.737)  -0.153
O (-6.763, 8.771, 1.873)  -0.135
H (-6.098, 9.142, -0.007)  0.077
H (-7.719, 9.779, 0.311)  0.076
H (-6.288, 10.601, 0.979)  0.075
H (-7.313, 9.187, 2.542)  0.075
C (-2.336, 4.984, -0.491)  -0.134
O (-2.898, 4.036, -1.400)  -0.132
H (-3.114, 5.693, -0.217)  0.070
H (-1.978, 4.486, 0.414)  0.074
H (-1.509, 5.530, -0.953)  0.080
H (-2.199, 3.413, -1.626)  0.073

2.
Density functional theory data (ωB97M-V/def2-TZVPD) for a 2-piece molecular cluster, C2H4N overall at a distorted geometry.

Output
HOMO level (spin up / spin down), eV: -15.078 / -19.350
HOMO-LUMO gap (spin up / spin down), eV: 9.57 / 11.32
E_tot, eV: -3614.842
E_LUMO (spin up / spin down), eV: -5.5 / -8.0
Total charge: +1
Multiplicity: 3

Last column: Löwdin charge in e.
Positions of all 7 atoms, in Å:
C (-0.804, 0.960, -1.549)  0.341
C (0.629, 0.165, 0.312)  0.125
N (-0.088, 0.538, -0.704)  0.056
H (-1.806, 1.139, -1.931)  0.147
H (-0.886, -1.674, 0.399)  0.143
H (1.107, -0.738, 0.329)  0.068
H (0.956, 0.796, 1.093)  0.120

3.
Density functional theory data (ωB97M-V/def2-TZVPD) for one molecule with the formula C6H12N2O at a distorted geometry.

Output
HOMO level, eV: -8.571
HOMO-LUMO gap, eV: 9.25
E_tot, eV: -11442.437
SMILES: [H]/N=C\N1CC(O)(CC)C1
E_LUMO, eV: 0.7

Last column: Löwdin charge in e.
Positions of all 21 atoms, in Å:
C (2.916, 0.345, -0.019)  -0.102
C (1.708, -0.263, -0.594)  -0.224
C (0.388, -0.151, 0.161)  -0.501
C (-0.852, -0.915, -0.333)  -0.068
C (-0.477, 1.082, 0.111)  -0.123
C (-2.993, 0.469, 0.237)  -0.257
H (2.695, 1.387, 0.229)  0.087
H (3.677, 0.401, -0.818)  0.085
H (3.268, -0.263, 0.840)  0.090
H (1.859, -1.348, -0.743)  0.126
H (1.432, 0.122, -1.598)  0.126
H (1.133, -1.221, 1.686)  0.094
H (-1.142, -1.828, 0.258)  0.138
H (-0.737, -1.165, -1.445)  0.141
H (-0.418, 1.723, 0.982)  0.127
H (-0.345, 1.748, -0.778)  0.140
H (-3.241, 1.537, 0.579)  0.133
H (-3.842, -1.223, -0.320)  0.034
N (-1.605, 0.264, 0.059)  -0.103
N (-4.029, -0.251, -0.014)  0.052
O (0.603, -0.450, 1.521)  0.007

4.
Density functional theory data (ωB97M-V/def2-TZVPD) for one molecule with the formula C12H25N3O3 at a distorted geometry.

Output
HOMO level, eV: -8.691
HOMO-LUMO gap, eV: 9.21
E_tot, eV: -23460.602
SMILES: CC(C)C[C@H](N)C(=O)N[C@@H](CCCCN)C(=O)O
E_LUMO, eV: 0.5

Last column: Löwdin charge in e.
Positions of all 43 atoms, in Å:
C (-2.105, -1.194, -1.057)  -0.266
C (-1.001, -0.004, -1.020)  -0.450
C (-3.536, -0.565, -0.875)  -0.135
C (-3.867, 0.138, 0.446)  -0.407
C (-5.199, 0.909, 0.410)  -0.089
C (-3.744, -0.749, 1.784)  -0.081
C (0.858, 0.978, 0.202)  -0.202
C (0.343, 2.424, 0.040)  -0.454
C (1.964, 0.829, -0.914)  -0.110
C (3.041, -0.308, -0.630)  -0.143
C (4.290, -0.055, 0.356)  -0.195
C (5.533, -0.690, -0.100)  -0.377
H (-1.820, -3.059, -0.096)  0.065
H (-0.593, -2.033, -0.163)  0.134
H (-2.175, -1.664, -2.071)  0.150
H (-3.726, 0.102, -1.707)  0.112
H (-4.258, -1.414, -0.852)  0.127
H (-3.147, 0.905, 0.588)  0.097
H (-5.312, 1.619, -0.434)  0.086
H (-6.126, 0.336, 0.395)  0.075
H (-5.341, 1.505, 1.286)  0.058
H (-4.246, -0.123, 2.586)  0.071
H (-4.292, -1.780, 1.834)  0.096
H (-2.654, -0.943, 2.080)  0.057
H (-0.709, -0.350, 0.991)  0.197
H (1.291, 1.014, 1.151)  0.138
H (1.421, 0.591, -1.767)  0.067
H (2.414, 1.845, -1.173)  0.149
H (2.457, -1.219, -0.258)  0.117
H (3.302, -0.500, -1.669)  0.095
H (4.124, -0.502, 1.401)  0.135
H (4.388, 1.004, 0.451)  0.098
H (5.359, -1.771, -0.111)  0.113
H (5.768, -0.453, -1.101)  0.097
H (6.710, -0.036, 1.603)  0.054
H (7.550, -0.919, 0.445)  0.094
H (-1.030, 1.952, -0.988)  0.032
N (-1.699, -2.081, 0.017)  0.014
N (-0.203, 0.017, 0.083)  0.095
N (6.682, -0.384, 0.673)  -0.018
O (-0.897, 0.662, -2.003)  0.096
O (1.075, 3.289, 0.552)  0.068
O (-0.890, 2.678, -0.385)  0.141